{"formula": "C22H16N2O11P2V", "method": "the ωB97M-V functional and the def2-TZVPD basis", "homo_ha": -0.445, "total_charge": 1, "e_lumo_ev": -5.52, "de_lowest_kcal_mol": 2.09, "species": ["V", "C", "C", "C", "C", "C", "C", "C", "C", "C", "C", "C", "C", "C", "C", "C", "N", "H", "H", "H", "H", "H", "H", "H", "H", "H", "H", "O", "P", "O", "O", "O", "P", "O", "O", "O", "H", "H", "O", "C", "C", "C", "C", "C", "C", "C", "O", "N", "O", "O", "H", "H", "H", "H"], "xyz": [[8.730, 10.750, 10.426], [9.220, 6.652, 11.339], [8.545, 6.053, 10.281], [7.801, 6.810, 9.374], [7.801, 8.188, 9.493], [8.467, 8.776, 10.531], [9.151, 7.989, 11.482], [7.207, 9.102, 8.525], [6.469, 8.734, 7.410], [6.080, 9.634, 6.495], [6.273, 10.997, 6.758], [5.826, 12.081, 5.866], [6.068, 13.425, 6.102], [6.691, 13.750, 7.318], [7.217, 12.748, 8.147], [7.023, 11.372, 7.906], [7.473, 10.383, 8.727], [9.850, 6.030, 12.075], [8.664, 4.939, 10.212], [7.285, 6.236, 8.616], [9.845, 8.384, 12.164], [6.270, 7.702, 7.297], [5.561, 9.341, 5.590], [5.267, 11.770, 5.016], [5.778, 14.238, 5.446], [6.960, 14.760, 7.607], [7.651, 13.166, 9.064], [5.692, 13.153, 12.341], [7.102, 13.020, 11.695], [7.663, 14.117, 10.941], [7.238, 11.619, 10.984], [7.855, 12.554, 13.070], [9.309, 11.916, 13.303], [9.026, 11.242, 14.671], [10.509, 12.736, 13.250], [9.329, 10.774, 12.150], [5.086, 13.828, 11.918], [9.840, 11.063, 15.203], [10.513, 9.549, 9.414], [11.283, 9.936, 8.581], [11.505, 11.229, 8.147], [12.612, 11.528, 7.369], [13.006, 12.868, 7.252], [12.498, 13.856, 8.108], [11.386, 13.545, 8.886], [10.916, 12.237, 8.893], [9.858, 11.992, 9.695], [14.158, 13.137, 6.408], [14.527, 14.263, 6.299], [14.617, 12.189, 5.813], [11.866, 9.077, 8.147], [13.040, 10.774, 6.607], [12.757, 14.868, 8.067], [10.862, 14.370, 9.377]]}

{"formula": "C4H24N2O9", "method": "the ωB97M-V functional and the def2-TZVPD basis", "homo_ha": -0.333, "total_charge": 0, "e_lumo_ev": 0.09, "smiles": "CNCC(=O)NCO.O.O.O.O.O.O.O", "de_lowest_kcal_mol": 130.37, "species": ["C", "N", "C", "C", "O", "N", "C", "O", "H", "H", "H", "H", "H", "H", "H", "H", "H", "H", "O", "H", "H", "O", "H", "H", "O", "H", "H", "O", "H", "H", "O", "H", "H", "O", "H", "H", "O", "H", "H"], "xyz": [[-1.809, -1.190, 2.959], [-0.827, -0.044, 2.666], [-1.170, 0.990, 1.652], [-0.121, 1.127, 0.449], [0.691, 2.045, 0.268], [-0.128, 0.120, -0.534], [-0.691, -1.153, -0.634], [-1.925, -1.115, -1.494], [-1.324, -1.990, 3.674], [-2.522, -0.647, 3.652], [-2.261, -1.758, 2.179], [0.110, -0.304, 2.456], [-2.108, 0.792, 1.143], [-1.318, 1.888, 2.216], [0.394, 0.604, -1.289], [-1.027, -1.786, 0.284], [0.019, -1.825, -1.234], [-2.620, -0.418, -1.238], [-3.637, -0.225, 0.633], [-3.389, -1.197, 0.681], [-4.605, -0.185, 0.782], [3.305, 1.551, 0.075], [2.361, 1.784, 0.255], [3.364, 1.334, -0.813], [2.343, -0.753, 1.484], [2.408, -0.662, 2.451], [2.340, 0.095, 0.978], [3.489, -1.828, -0.337], [3.519, -2.579, 0.321], [2.893, -0.951, -0.234], [-2.092, 2.235, -0.594], [-2.147, 2.767, 0.232], [-1.805, 2.866, -1.309], [-0.306, -1.214, -3.723], [-0.176, -0.326, -3.451], [-1.141, -1.521, -3.324], [2.315, -0.036, -1.941], [1.713, -0.314, -2.748], [3.278, -0.127, -2.101]]}

{"formula": "C4H9N3S", "method": "the ωB97M-V functional and the def2-TZVPD basis", "homo_ha": -0.294, "total_charge": 0, "e_lumo_ev": 0.31, "de_lowest_kcal_mol": 200.92, "species": ["C", "C", "C", "C", "H", "H", "H", "H", "H", "H", "H", "H", "H", "N", "N", "N", "S"], "xyz": [[-0.352, 0.305, 0.467], [-1.225, -0.792, 1.063], [1.979, -0.618, -0.025], [3.209, -0.311, -0.270], [-2.370, 2.703, -0.462], [-2.944, 0.723, 0.372], [-0.791, -1.471, 1.790], [-2.370, -0.433, 1.323], [-1.669, -1.086, -1.807], [1.161, 1.456, 0.101], [1.402, -1.527, -0.160], [3.427, 0.880, -0.239], [4.059, -1.083, -1.206], [-2.255, 1.615, -0.464], [-0.781, 1.253, -0.437], [1.035, 0.378, 0.369], [-1.515, -1.993, -0.415]]}